Density functional theory data (ωB97M-V/def2-TZVPD) for one molecule with the formula C5H8N2O in a non-equilibrium geometry.

Geometry as ORCA input:
```
! RIJCOSX wB97M-V def2-TZVPD def2/J DEFGRID3
* xyz 0 1
O 0.31 0.01 1.17
N -1.24 1.38 -0.19
N -1.77 0.11 0.27
C 1.28 0.75 0.40
C 0.10 1.73 -0.14
C -1.12 -1.27 0.03
C 0.16 -0.63 -0.09
C 1.64 -0.59 -0.30
H 2.25 -0.58 -1.37
H 2.07 1.32 1.05
H 0.11 2.75 -0.25
H -0.11 -0.04 -1.09
H -1.36 -1.67 -1.04
H -2.96 0.09 0.41
H -1.53 -1.91 0.97
H 2.16 -1.44 0.17
*
```

Summary:
HOMO level = -8.1981 eV
Lowest unoccupied orbital energy = 1.03 eV
Gap between HOMO and LUMO = 9.230 eV
Energy relative to the best compared isomer or geometry (same formula, charge and spin) = 221.5 kcal per mole



Density functional theory data (ωB97M-V/def2-TZVPD) for one molecule with the formula C5H8N2O in a non-equilibrium geometry.

Geometry as ORCA input:
```
! RIJCOSX wB97M-V def2-TZVPD def2/J DEFGRID3
* xyz 0 1
O -1.45 0.52 -0.99
N -0.06 -1.04 1.78
N 0.89 -0.83 -0.37
C -1.46 1.60 1.27
C -1.09 0.54 0.18
C 2.10 -0.23 -0.69
C 1.05 -0.40 -1.76
C -0.15 -0.48 0.60
H 0.63 -1.83 1.50
H 0.84 0.57 -2.20
H 1.22 -1.24 -2.53
H -2.15 2.32 0.78
H -0.64 2.21 1.63
H -1.95 1.15 2.09
H 2.26 0.61 -0.18
H 2.88 -0.97 -0.66
*
```

Summary:
HOMO level = -9.3640 eV
Lowest unoccupied orbital energy = 0.12 eV
Gap between HOMO and LUMO = 9.483 eV
Energy relative to the best compared isomer or geometry (same formula, charge and spin) = 81.8 kcal per mole



Density functional theory data (ωB97M-V/def2-TZVPD) for one molecule with the formula C5H8N2O in a non-equilibrium geometry.

Geometry as ORCA input:
```
! RIJCOSX wB97M-V def2-TZVPD def2/J DEFGRID3
* xyz 0 1
O 0.35 -1.31 -1.73
N 1.27 0.05 -0.08
N -2.70 0.11 0.81
C -1.66 -0.33 0.26
C -0.89 1.91 -0.49
C 2.13 -0.97 0.51
C -0.69 0.59 -0.36
C 0.42 -0.23 -1.21
H 3.18 -0.70 0.37
H -0.17 2.56 -0.95
H 1.94 -1.07 1.58
H -1.40 -1.39 0.23
H 1.94 -1.91 0.00
H -1.86 2.32 -0.26
H -3.33 -0.62 1.14
H 1.47 0.99 0.20
*
```

Summary:
HOMO level = -8.4487 eV
Lowest unoccupied orbital energy = 0.50 eV
Gap between HOMO and LUMO = 8.945 eV
Energy relative to the best compared isomer or geometry (same formula, charge and spin) = 83.8 kcal per mole



Density functional theory data (ωB97M-V/def2-TZVPD) for C5H8N2O as an isolated structure in a non-equilibrium geometry.

Geometry as ORCA input:
```
! RIJCOSX wB97M-V def2-TZVPD def2/J DEFGRID3
* xyz 0 1
O -0.67 -0.83 1.81
N -0.87 -0.50 0.36
N -0.72 1.95 0.86
C 1.59 -0.59 -0.40
C -0.08 -0.27 -1.65
C 0.73 0.78 -0.73
C -0.29 0.98 0.22
C 0.09 -1.16 -0.65
H -1.03 1.65 1.76
H 2.00 -0.86 0.72
H -0.07 -2.35 -0.82
H -1.20 -0.02 -1.65
H 0.35 -0.76 1.73
H 2.17 -0.82 -1.31
H 1.58 1.42 -1.35
H 0.43 -0.24 -2.89
*
```

Summary:
HOMO level = -9.4385 eV
Lowest unoccupied orbital energy = 0.64 eV
Gap between HOMO and LUMO = 10.081 eV
Energy relative to the best compared isomer or geometry (same formula, charge and spin) = 177.4 kcal per mole



Density functional theory data (ωB97M-V/def2-TZVPD) for one molecule with the formula C5H8N2O in a non-equilibrium geometry.

Geometry as ORCA input:
```
! RIJCOSX wB97M-V def2-TZVPD def2/J DEFGRID3
* xyz 0 1
O 1.60 2.02 -0.15
N -0.33 -0.91 -0.11
N -0.74 1.37 0.29
C -1.29 0.11 -0.09
C 0.94 -0.24 -0.16
C -2.89 0.20 0.05
C 2.27 -0.88 0.25
C 0.54 1.10 0.07
H 2.45 1.35 -0.63
H 2.52 -0.93 1.48
H 2.15 -2.01 -0.06
H -0.62 -1.84 -0.83
H -3.40 0.30 -1.14
H -3.23 1.26 0.75
H 3.09 -0.24 -0.40
H -3.06 -0.65 0.69
*
```

Summary:
HOMO level = -7.7069 eV
Lowest unoccupied orbital energy = 0.45 eV
Gap between HOMO and LUMO = 8.159 eV
Energy relative to the best compared isomer or geometry (same formula, charge and spin) = 132.0 kcal per mole



Density functional theory data (ωB97M-V/def2-TZVPD) for one molecule with the formula C5H8N2O in a non-equilibrium geometry.

Geometry as ORCA input:
```
! RIJCOSX wB97M-V def2-TZVPD def2/J DEFGRID3
* xyz 0 1
O -2.31 -1.16 -0.09
N 1.92 -0.81 0.56
N 0.80 0.35 -0.98
C -1.06 1.34 0.31
C 0.65 -0.48 1.17
C 1.92 -0.34 -0.60
C -1.22 -0.96 -0.49
C -0.18 0.11 0.06
H 0.19 -1.44 1.49
H 2.64 -0.39 -1.37
H 0.82 0.19 2.02
H 0.49 0.36 -1.92
H -1.82 0.94 0.97
H -1.52 1.66 -0.63
H -0.75 -1.68 -1.22
H -0.58 2.30 0.73
*
```

Summary:
HOMO level = -8.8789 eV
Lowest unoccupied orbital energy = 0.69 eV
Gap between HOMO and LUMO = 9.567 eV
Energy relative to the best compared isomer or geometry (same formula, charge and spin) = 33.0 kcal per mole



Density functional theory data (ωB97M-V/def2-TZVPD) for one molecule with the formula C5H8N2O in a non-equilibrium geometry.

Geometry as ORCA input:
```
! RIJCOSX wB97M-V def2-TZVPD def2/J DEFGRID3
* xyz 0 1
O -1.01 2.50 1.66
N -1.44 -0.57 -1.56
N 0.73 -1.12 -0.74
C -1.01 1.86 0.55
C 0.64 0.04 1.45
C -0.25 0.80 0.33
C -0.46 -0.27 -0.68
C 1.60 -0.57 0.23
H 0.56 -2.20 -1.32
H -1.26 -1.15 -2.43
H 2.51 -1.52 0.42
H 2.38 0.27 -0.23
H -1.37 2.25 -0.54
H -2.60 -0.18 -1.44
H -0.08 -0.87 1.95
H 1.04 0.72 2.35
*
```

Summary:
HOMO level = -7.8441 eV
Lowest unoccupied orbital energy = 0.00 eV
Gap between HOMO and LUMO = 7.845 eV
Energy relative to the best compared isomer or geometry (same formula, charge and spin) = 140.7 kcal per mole



Density functional theory data (ωB97M-V/def2-TZVPD) for C5H8N2O as an isolated structure in a non-equilibrium geometry.

Geometry as ORCA input:
```
! RIJCOSX wB97M-V def2-TZVPD def2/J DEFGRID3
* xyz 0 1
O -2.63 0.13 0.33
N -0.36 1.76 0.63
N 0.11 -0.39 -0.51
C 2.99 0.40 0.40
C -2.10 -2.04 -0.50
C 2.09 1.00 -0.36
C -1.79 -0.64 -0.06
C 0.18 0.72 -0.02
H -1.47 -2.74 0.05
H 2.70 -0.35 1.13
H 0.27 2.50 0.88
H 2.30 1.72 -1.15
H -1.86 -2.13 -1.56
H -1.36 1.72 0.77
H -3.15 -2.28 -0.34
H 4.06 0.61 0.31
*
```

Summary:
HOMO level = -7.7975 eV
Lowest unoccupied orbital energy = 0.86 eV
Gap between HOMO and LUMO = 8.661 eV
Energy relative to the best compared isomer or geometry (same formula, charge and spin) = 110.9 kcal per mole



Density functional theory data (ωB97M-V/def2-TZVPD) for C5H8N2O as an isolated structure in a non-equilibrium geometry.

Geometry as ORCA input:
```
! RIJCOSX wB97M-V def2-TZVPD def2/J DEFGRID3
* xyz 0 1
O 0.79 -1.64 0.23
N 2.13 -1.18 -0.25
N 1.42 1.20 0.18
C -1.20 0.26 0.56
C 0.17 0.59 -0.15
C 0.15 -0.51 0.80
C 2.36 0.11 -0.14
C -2.20 -0.33 -0.44
H -2.67 0.30 -1.42
H 0.60 -0.44 1.84
H -3.13 -0.58 0.11
H -0.12 0.39 -1.27
H -1.56 -1.42 -0.93
H -1.74 0.53 1.44
H 3.23 0.53 -0.51
H 1.78 2.17 -0.03
*
```

Summary:
HOMO level = -8.7610 eV
Lowest unoccupied orbital energy = 0.85 eV
Gap between HOMO and LUMO = 9.611 eV
Energy relative to the best compared isomer or geometry (same formula, charge and spin) = 167.8 kcal per mole



Density functional theory data (ωB97M-V/def2-TZVPD) for C5H8N2O as an isolated structure in a non-equilibrium geometry.

Geometry as ORCA input:
```
! RIJCOSX wB97M-V def2-TZVPD def2/J DEFGRID3
* xyz 0 1
O 2.06 -0.89 -0.31
N -1.18 -1.94 -0.04
N 1.01 -1.59 0.29
C 2.07 0.53 0.00
C -0.46 0.41 0.25
C 0.66 1.18 0.03
C -0.24 -0.99 0.20
C -1.74 0.78 -0.15
H -1.91 1.77 -0.59
H -2.32 -0.21 -0.75
H 0.92 -2.49 -0.09
H -2.41 0.98 0.73
H 0.46 2.20 0.29
H -2.22 -1.66 -0.12
H 2.60 0.92 -0.83
H 2.70 0.98 1.10
*
```

Summary:
HOMO level = -8.6472 eV
Lowest unoccupied orbital energy = -0.10 eV
Gap between HOMO and LUMO = 8.550 eV
Energy relative to the best compared isomer or geometry (same formula, charge and spin) = 135.5 kcal per mole



Density functional theory data (ωB97M-V/def2-TZVPD) for a 2-piece molecular cluster, C5H8N2O2 overall in a non-equilibrium geometry.

Geometry as ORCA input:
```
! RIJCOSX wB97M-V def2-TZVPD def2/J DEFGRID3
* xyz 0 1
O 2.67 -2.11 0.07
O 2.70 0.64 -0.15
N 0.61 -0.44 0.12
N -2.54 -1.57 0.74
C -1.70 -0.87 0.43
C -1.01 0.53 -1.44
C -0.85 1.34 0.95
C 1.70 0.07 -0.04
C -0.71 0.13 0.01
H 3.31 -2.19 0.78
H 1.74 -2.33 0.39
H -2.04 0.89 -1.53
H -0.62 1.06 1.98
H -1.86 1.74 0.92
H -0.17 2.13 0.64
H -0.89 -0.33 -2.10
H -0.34 1.32 -1.75
*
```

Summary:
HOMO level = -10.6937 eV
Lowest unoccupied orbital energy = 0.53 eV
Gap between HOMO and LUMO = 11.228 eV
Energy relative to the best compared isomer or geometry (same formula, charge and spin) = 36.9 kcal per mole



Density functional theory data (ωB97M-V/def2-TZVPD) for C5H8N2O2P2Zr as an isolated structure in a non-equilibrium geometry.

Geometry as ORCA input:
```
! RIJCOSX wB97M-V def2-TZVPD def2/J DEFGRID3
* xyz 4 1
Zr 0.01 -0.69 -2.05
P 2.62 0.28 -0.05
P 0.98 -1.28 0.23
O 2.63 0.64 -1.66
O 2.39 1.54 0.80
N -2.15 1.39 -0.35
N 3.92 -0.44 0.43
C -0.99 0.80 -0.30
C -0.75 -0.52 0.19
C -3.11 -0.58 0.66
C -3.21 0.72 0.16
C -1.89 -1.22 0.67
H 1.87 2.29 0.46
H 4.64 -0.65 -0.29
H -1.80 -2.22 1.08
H -4.15 1.24 0.17
H 1.18 -1.74 1.57
H -3.99 -1.06 1.05
H -0.12 1.38 -0.67
H 1.92 0.14 -2.10
*
```

Summary:
HOMO level = -25.5583 eV
Lowest unoccupied orbital energy = -20.74 eV
Gap between HOMO and LUMO = 4.820 eV